Entry 1:
# C19H27Cl2CsF3MgN5O6S2

A structure of composition C19H27Cl2CsF3MgN5O6S2 at a distorted geometry (ωB97M-V with the def2-TZVPD basis set, OMol25).

Each line ends with the Löwdin charge.
Geometry (Å):
C (2.159794, -3.760784, 2.151078)  -0.135
C (0.684382, -3.274113, 1.959817)  -0.114
C (0.494023, -1.816400, 1.336425)  -0.140
C (-0.974903, -1.290157, 1.101388)  -0.157
C (-1.234569, -0.143586, 0.064302)  0.027
C (-2.671940, 0.352444, -0.178662)  0.042
C (-3.884580, -0.293844, 0.569270)  -0.242
N (-5.306670, -0.038996, 0.506554)  -0.220
S (-6.022241, -1.161482, 1.607479)  0.983
N (-4.722298, -2.061904, 2.316408)  -0.238
C (-3.604979, -1.440275, 1.609060)  -0.294
C (-2.140166, -1.952666, 1.880485)  0.017
C (1.806641, -1.019464, 1.012315)  0.061
C (3.154602, -1.739473, 1.310858)  -0.027
N (3.359738, -3.061511, 1.836530)  0.059
H (2.287333, -4.826762, 2.581072)  0.133
H (-0.257827, -3.874754, 2.229543)  0.092
H (-0.340538, 0.316915, -0.493765)  0.117
H (-2.860083, 1.211906, -0.919972)  0.103
H (-2.038812, -2.795426, 2.650738)  0.079
H (1.739183, 0.043132, 0.588298)  0.128
H (4.109669, -1.132138, 1.077385)  0.142
N (4.566971, -1.488549, 4.715912)  -0.596
O (5.239356, -0.744878, 4.001919)  0.036
O (3.323587, -1.529158, 4.575283)  -0.138
O (5.119283, -2.198265, 5.575889)  -0.063
C (-4.294249, -0.054984, -3.092982)  -0.128
C (-4.267736, -0.072250, -4.613911)  -0.262
C (-3.228462, 0.880199, -5.208669)  -0.219
C (-3.450701, 2.363597, -4.894294)  -0.225
C (-4.804218, 2.924992, -5.334260)  -0.270
C (-5.015358, 2.869542, -6.841201)  -0.110
H (-4.567894, 0.930430, -2.705083)  0.067
H (-5.030182, -0.772445, -2.719467)  0.071
H (-3.317472, -0.327711, -2.684720)  0.057
H (-5.265083, 0.154541, -5.003561)  0.103
H (-4.034375, -1.089692, -4.946795)  0.107
H (-3.200186, 0.737514, -6.293740)  0.103
H (-2.234651, 0.595525, -4.843717)  0.110
H (-2.653151, 2.941629, -5.375159)  0.114
H (-3.333344, 2.530587, -3.818009)  0.088
H (-4.866262, 3.970448, -5.012364)  0.100
H (-5.621107, 2.400534, -4.827626)  0.099
H (-4.237349, 3.431852, -7.364449)  0.077
H (-5.982257, 3.308629, -7.102270)  0.071
H (-5.008886, 1.842411, -7.213100)  0.067
N (7.580961, -3.535101, 6.678949)  0.318
H (6.668868, -3.174201, 6.371625)  0.093
H (7.633703, -3.504309, 7.700708)  0.160
H (7.690916, -4.501547, 6.360327)  0.159
H (8.329342, -2.955902, 6.279649)  0.069
C (-2.148546, 5.510172, -1.680415)  -0.607
F (-3.256436, 5.079117, -2.323656)  0.119
F (-1.777406, 6.667311, -2.313347)  -0.346
F (-2.561844, 5.882818, -0.441366)  0.099
S (-0.789690, 4.240055, -1.642266)  0.458
O (-0.483228, 3.971321, -3.040606)  -0.314
O (-1.360051, 3.093737, -0.940783)  -0.342
O (0.305142, 4.878332, -0.920264)  -0.328
C (11.483337, -3.617966, 6.562546)  -1.019
Cl (10.701730, -2.383359, 5.561191)  0.537
Cl (12.304112, -4.821332, 5.565936)  0.544
H (12.214060, -3.136295, 7.210856)  0.038
H (10.726181, -4.116305, 7.167134)  0.011
Cs (-1.486343, 8.977473, -2.153643)  1.300
Mg (0.684967, -2.390869, 4.254269)  1.376

Forces on atoms 1 to 6 (eV/Å):
C -0.205 1.115 -0.492
C 2.265 2.795 0.672
C 1.676 -0.037 0.266
C -2.032 -0.357 0.479
C -3.499 -0.609 1.349
C 1.655 -1.671 1.306

Calculated values
LUMO	-9.0107	eV
HOMO level	-12.1175	eV
net charge	+2

Entry 2:
# C5H6O2

An isolated molecule of C5H6O2 at a distorted geometry (ωB97M-V with the def2-TZVPD basis set, OMol25).

Each line ends with the Löwdin charge.
Geometry (Å):
C (-0.454327, -1.278622, -0.285551)  -0.225
O (-1.287288, -0.507326, 0.491073)  -0.143
C (-0.572089, 1.095786, 0.246642)  -0.171
C (0.330379, 0.677584, 1.281149)  -0.021
O (1.236072, -0.154765, 0.890660)  0.044
C (0.835398, -0.373348, -0.517709)  -0.209
C (0.244172, 0.934832, -0.874491)  -0.060
H (-0.882721, -1.533262, -1.262834)  0.122
H (-0.212979, -2.210807, 0.232589)  0.121
H (-1.298344, 1.883131, 0.426471)  0.143
H (0.386159, 1.024842, 2.299336)  0.153
H (1.666748, -0.822859, -1.054225)  0.150
H (0.008821, 1.264813, -1.873111)  0.095

Forces on atoms 1 to 6 (eV/Å):
C -0.437 -0.275 0.114
O -0.428 -0.702 0.329
C 0.986 1.223 -0.091
C -0.059 -0.072 0.295
O -0.290 0.243 -0.075
C 0.233 0.237 -0.443

Calculated values
LUMO	0.2380	eV
HOMO level	-7.7080	eV
relative energy (zero: lowest compared OMol25 entry of this formula, charge and spin)	98.6	kcal/mol

Entry 3:
# C6H11P

A cluster of 2 separate species, C6H11P in total at a distorted geometry (ωB97M-V with the def2-TZVPD basis set, OMol25).

Each line ends with the Löwdin charge.
Geometry (Å):
C (2.880291, 1.629932, -0.755774)  -0.526
C (-0.258825, -0.293505, 0.338584)  -0.232
C (0.520220, -1.404725, -0.339865)  -0.200
C (-2.298627, 1.178811, 0.574679)  -0.090
C (-1.478480, 0.230057, -0.340641)  -0.288
C (1.564593, -1.996501, 0.134705)  -0.120
P (3.481188, 0.243917, -0.403730)  0.740
H (2.363289, 2.560860, -1.065287)  -0.052
H (0.444081, 0.609101, 0.485869)  0.117
H (-0.423023, -0.582452, 1.345777)  0.097
H (0.204300, -1.720959, -1.283020)  0.087
H (-2.408842, 0.437831, 1.419782)  0.098
H (-1.897256, 2.260666, 0.651789)  0.109
H (-3.188053, 1.316897, 0.134743)  0.005
H (-2.113387, -0.570455, -0.475430)  0.077
H (-1.315844, 0.634240, -1.330471)  0.110
H (1.858297, -1.745132, 1.131748)  0.050
H (2.066083, -2.788583, -0.223461)  0.019

Forces on atoms 1 to 6 (eV/Å):
C -0.117 -0.367 -0.119
C 2.864 1.657 -0.546
C -1.582 1.405 -0.142
C 3.721 -0.662 0.780
C 0.073 1.585 0.379
C -0.307 1.349 3.010

Calculated values
LUMO	0.7573	eV
HOMO level	-9.3166	eV
SMILES string	C=CCCC.C#P
relative energy (zero: lowest compared OMol25 entry of this formula, charge and spin)	60.7	kcal/mol

Entry 4:
# C34H45N3OPdS3Te

A structure of composition C34H45N3OPdS3Te (ωB97M-V with the def2-TZVPD basis set, OMol25).

Each line ends with the Löwdin charge.
Geometry (Å):
Pd (2.883265, -0.118416, 1.738637)  0.270
C (2.238977, -1.175845, 6.172647)  -0.149
C (2.717575, -1.058424, 4.745602)  -0.765
S (2.006711, 0.155429, 3.812799)  0.755
C (3.708347, -1.903469, 4.242624)  -0.790
C (4.310390, -2.997001, 5.087874)  -0.141
S (4.293952, -1.741195, 2.663494)  0.638
H (1.491452, -0.412395, 6.379662)  0.053
H (3.058323, -1.054472, 6.885105)  0.075
H (1.783453, -2.152775, 6.355502)  0.079
H (4.044292, -2.911193, 6.140043)  0.055
H (5.397928, -2.984219, 5.005262)  0.065
H (3.975068, -3.975952, 4.735342)  0.075
C (1.642124, -1.072637, -3.683066)  -0.066
N (2.884935, -0.813694, -2.957145)  -0.221
C (3.517913, 0.426825, -3.377280)  -0.109
C (3.026485, -1.234728, -1.664915)  -0.738
S (3.799620, -0.224683, -0.544434)  0.731
N (2.559217, -2.475536, -1.407603)  -0.205
C (2.410555, -2.960680, -0.049195)  -0.105
C (2.632549, -3.534535, -2.402744)  -0.056
H (1.067507, -0.146553, -3.745957)  0.077
H (1.024396, -1.802257, -3.170929)  0.073
H (1.854320, -1.420786, -4.697060)  0.093
H (3.490427, 0.459649, -4.467280)  0.086
H (4.548974, 0.465031, -3.038833)  0.062
H (2.990991, 1.296267, -2.971063)  0.089
H (1.996820, -2.180380, 0.586843)  0.015
H (3.368804, -3.277468, 0.371717)  0.063
H (1.720076, -3.805324, -0.070512)  0.092
H (3.061673, -3.162854, -3.328221)  0.084
H (1.646538, -3.958444, -2.610611)  0.091
H (3.274129, -4.331326, -2.016203)  0.092
C (-4.538225, -1.545986, -5.265040)  -0.065
C (-3.560052, -1.147749, -4.191716)  -0.288
C (-3.328346, -1.953779, -3.087653)  -0.034
C (-2.426129, -1.590554, -2.089608)  -0.299
C (-2.236766, -2.542725, -0.943455)  -0.076
C (-1.720542, -0.375292, -2.156901)  -0.347
Te (-0.150279, 0.224585, -0.668133)  1.478
N (1.502288, 1.134261, 0.996365)  -0.281
C (2.093088, 2.298716, 1.132542)  -0.723
O (3.243677, 2.456857, 1.640053)  -0.130
C (1.374614, 3.570148, 0.730811)  -0.142
C (0.731682, 3.740963, -0.489837)  -0.074
C (0.119111, 4.946782, -0.810390)  -0.105
C (0.133045, 5.999374, 0.092720)  -0.119
C (0.788006, 5.843207, 1.309447)  -0.101
C (1.415985, 4.646210, 1.615967)  -0.033
C (-1.596789, 0.421225, 0.881760)  -0.359
C (-2.595876, 1.393181, 0.793549)  -0.281
C (-2.728588, 2.335817, -0.371313)  -0.071
C (-3.539089, 1.499187, 1.817846)  -0.025
C (-3.511095, 0.676842, 2.928406)  -0.277
C (-4.516864, 0.822565, 4.038560)  -0.062
C (-2.511350, -0.286099, 2.998355)  -0.023
C (-1.558279, -0.436424, 1.998242)  -0.299
C (-0.537354, -1.530128, 2.160575)  -0.110
C (-1.954311, 0.438249, -3.281914)  -0.320
C (-1.295598, 1.784019, -3.498851)  -0.101
C (-2.855242, 0.041814, -4.271249)  -0.040
H (-4.930915, -2.547409, -5.085940)  0.067
H (-4.069829, -1.539612, -6.251573)  0.073
H (-5.386358, -0.858538, -5.304885)  0.075
H (-3.859662, -2.897365, -2.998582)  0.104
H (-2.776419, -3.476052, -1.114531)  0.071
H (-2.591840, -2.105001, -0.010160)  0.072
H (-1.177019, -2.768168, -0.803478)  0.051
H (0.717210, 2.918843, -1.192785)  0.038
H (-0.373997, 5.059012, -1.769785)  0.093
H (-0.353334, 6.936686, -0.150780)  0.087
H (0.815577, 6.663004, 2.018183)  0.091
H (1.958948, 4.519587, 2.543690)  0.112
H (-1.760101, 2.547743, -0.822009)  0.018
H (-3.170360, 3.279568, -0.048033)  0.080
H (-3.367782, 1.901593, -1.145603)  0.085
H (-4.305187, 2.265028, 1.740601)  0.110
H (-5.258714, 1.585102, 3.799816)  0.067
H (-4.030384, 1.108511, 4.973692)  0.077
H (-5.045002, -0.115935, 4.220841)  0.073
H (-2.463231, -0.941238, 3.863061)  0.113
H (-0.597795, -1.957462, 3.162779)  0.075
H (0.475228, -1.150090, 2.017687)  -0.018
H (-0.693432, -2.327508, 1.436482)  0.056
H (-0.381228, 1.905280, -2.922788)  0.005
H (-1.969307, 2.591401, -3.200161)  0.076
H (-1.064786, 1.928267, -4.556647)  0.074
H (-3.008790, 0.693527, -5.128332)  0.114

Forces on atoms 1 to 6 (eV/Å):
Pd 0.101 -0.412 -0.393
C -0.039 -0.010 0.004
C 0.126 -0.069 0.003
S -0.121 0.083 0.074
C -0.081 0.119 0.102
C 0.031 -0.026 -0.009

Calculated values
LUMO (alpha / beta)	2.3064 / 1.5599	eV
HOMO level (alpha / beta)	-3.9683 / -3.9541	eV
multiplicity	2
relative energy (zero: lowest compared OMol25 entry of this formula, charge and spin)	20.4	kcal/mol
net charge	-1
expectation value of S²	0.763

Energy for every record listed, in sequence, given in eV: -100709.62132 -9372.82042 -15685.21046 -85786.65103.